[1]
91
Properties=species:S:1:pos:R:3:forces:R:3:lowdin_charge:R:1 method="wB97M-V/def2-TZVPD" gap_ev=8.6211
C -3.5362 1.2943 4.0292 0.20 0.05 -0.19 -0.072
C -2.2875 0.9979 3.2046 -0.84 -0.07 0.28 -0.265
N -2.6625 0.1398 2.0755 0.57 -0.11 0.09 0.000
C -1.5482 -0.6462 1.5460 -0.86 -0.24 0.90 -0.374
C -1.3257 -1.8973 2.4425 0.26 -0.07 -0.57 -0.158
S -2.4766 -3.1927 2.0379 -1.06 0.28 0.70 0.685
O -3.5535 -2.6693 1.2380 0.21 0.15 -0.51 -0.339
O -2.8493 -3.8572 3.2542 0.50 -0.41 0.01 -0.333
O -0.4016 0.1507 1.5662 -0.16 -0.40 -0.34 0.019
C 0.2430 0.4668 0.3759 1.69 1.15 -0.23 -0.503
O 1.5291 0.8898 0.8834 -0.30 -0.13 0.31 -0.032
C 0.4830 -0.6570 -0.6200 -0.68 -1.14 0.02 -0.121
C 0.7124 -2.0759 -0.0626 0.42 0.47 -0.25 -0.146
C 1.7630 -2.2791 1.0370 -0.10 -0.68 0.08 -0.195
C 3.1123 -2.7967 0.5294 -0.13 0.79 0.23 -0.175
C 3.8328 -1.8890 -0.4863 0.30 -0.77 -0.14 -0.149
C 3.9875 -2.4985 -1.8975 0.08 0.96 0.67 -0.153
O 3.2162 -1.7724 -2.8715 0.25 0.08 -0.53 -0.045
C 3.9593 -0.8979 -3.6322 -0.04 -0.49 -2.69 -0.481
C 4.6063 0.2688 -2.9366 0.44 -0.14 -0.24 0.019
O 4.0409 -1.0494 -4.8540 -0.45 0.31 2.93 0.100
C -0.3193 1.7959 -0.3027 -0.54 -0.38 -0.06 -0.442
O -0.3856 2.7025 0.8151 -0.16 -0.33 -0.48 -0.262
C 0.1784 3.9483 0.9160 0.19 1.25 1.75 -0.825
Br -0.1213 4.3469 2.9068 -0.24 -0.16 -0.36 0.785
C -0.5674 5.0766 0.1334 -0.32 -0.18 0.70 -0.265
O -0.9035 6.2244 0.8975 0.11 0.28 -0.13 -0.238
O -2.3276 6.3235 0.9807 0.03 -0.07 -0.04 -0.017
P 2.0254 4.0375 0.7439 0.41 -0.37 -1.25 0.826
C 2.3425 5.8141 1.0302 -0.42 -0.32 0.46 -0.237
O 2.6251 3.3824 2.1123 -0.08 0.36 0.23 -0.330
P 0.9366 2.0342 -1.7187 0.72 -0.02 0.33 0.663
O 0.0367 1.1866 -2.8060 -0.08 0.11 -0.04 -0.374
Cl 0.7208 3.9455 -2.5230 -0.05 -0.08 -0.16 0.324
Si -2.1417 1.7588 -1.0330 -0.75 0.52 -0.17 0.597
C -2.3822 3.0280 -2.4244 0.23 -0.66 0.11 -0.199
C -2.7629 0.1529 -1.7834 0.14 -0.10 -0.12 -0.157
C -3.3932 2.3262 0.2630 0.24 -0.25 -0.18 -0.159
H -4.1964 1.9710 3.4944 -0.18 0.01 -0.08 0.071
H -3.2608 1.7622 4.9688 0.01 0.09 0.14 0.073
H -4.0760 0.3762 4.2523 -0.13 -0.10 0.10 0.073
H -1.5616 0.5303 3.8725 0.36 0.02 -0.07 0.115
H -1.9042 1.9387 2.8315 0.47 -0.01 -0.01 0.054
H -3.3733 -0.4992 2.4047 -0.24 -0.13 -0.28 0.095
H -1.8365 -1.0052 0.5614 0.23 0.20 -0.22 0.105
H -0.3391 -2.3391 2.3266 0.09 0.07 0.13 0.080
H -1.5045 -1.6908 3.4913 -0.01 0.10 0.19 0.110
H -1.7705 -4.0373 1.2448 0.18 0.03 0.13 0.065
H 2.2082 0.5987 0.2752 0.12 -0.08 -0.21 0.057
H -0.3465 -0.7510 -1.3170 -0.15 0.18 0.00 0.100
H 1.3257 -0.4422 -1.2700 0.22 0.44 0.01 0.077
H -0.2503 -2.4987 0.2046 -0.05 -0.08 0.18 0.076
H 1.0308 -2.6654 -0.9214 -0.06 -0.12 -0.12 0.113
H 1.3923 -3.0795 1.6761 0.03 0.04 0.14 0.082
H 1.9058 -1.4258 1.6924 -0.08 0.35 -0.15 0.114
H 3.7472 -2.8849 1.4073 0.13 -0.22 0.09 0.110
H 2.9880 -3.7969 0.1225 -0.06 -0.14 -0.09 0.100
H 4.8285 -1.6904 -0.0962 0.14 0.15 -0.01 0.110
H 3.3548 -0.9276 -0.6148 -0.22 0.23 0.10 0.084
H 5.0329 -2.4578 -2.1917 0.14 -0.25 -0.13 0.124
H 3.6528 -3.5275 -1.8966 -0.13 -0.17 -0.25 0.119
H 5.3690 0.6509 -3.6048 0.09 0.08 -0.09 0.090
H 5.0796 0.0138 -1.9940 -0.12 -0.12 0.18 0.076
H 3.8943 1.0701 -2.7695 -0.34 -0.01 0.14 0.070
H -1.5007 4.6307 -0.1891 -0.04 -0.01 -0.42 0.104
H 0.0385 5.4506 -0.6819 -0.03 -0.18 -0.21 0.053
H -2.4752 6.2459 1.9342 0.14 -0.14 0.09 0.089
H 2.5014 5.9405 2.0988 0.05 0.07 0.10 0.040
H 1.4940 6.4316 0.7547 0.05 0.20 -0.17 0.031
H 3.2352 6.0962 0.4894 0.12 0.15 -0.15 0.034
H 3.2597 2.7137 1.8582 0.04 -0.42 0.06 0.039
H 0.1095 1.5881 -3.6771 -0.01 -0.09 -0.25 0.051
H -1.9656 2.6855 -3.3665 0.12 0.05 -0.12 0.012
H -1.9778 4.0069 -2.2047 -0.19 0.24 -0.02 -0.008
H -3.4595 3.0693 -2.5651 -0.19 0.23 0.07 0.037
H -2.5204 -0.7794 -1.2814 -0.03 -0.04 0.13 0.014
H -3.8491 0.2128 -1.8224 -0.17 0.07 0.09 0.044
H -2.4210 0.0656 -2.8119 0.15 -0.02 -0.12 0.031
H -2.9145 2.7339 1.1465 -0.05 0.16 0.11 0.014
H -3.9748 1.4644 0.5714 -0.05 -0.01 0.09 0.023
H -4.0738 3.0577 -0.1645 0.05 0.25 -0.11 0.036
C -0.5767 -6.0160 -2.2826 -0.08 0.12 -0.17 -0.036
C -1.0617 -7.0894 -1.3339 0.20 -0.15 -0.05 -0.306
O -0.2275 -6.8901 -0.2014 -0.25 0.19 0.03 0.145
C 0.1363 -5.5821 -0.1852 0.05 -0.17 -0.17 -0.548
O 0.6169 -5.0228 0.7431 -0.02 -0.13 0.09 0.168
O -0.1402 -4.9963 -1.3730 -0.06 -0.13 -0.03 0.063
F -0.8616 -8.3335 -1.8235 0.05 0.05 0.06 0.085
H 0.2706 -6.3613 -2.8755 0.00 -0.12 0.05 0.148
H -1.3522 -5.6389 -2.9429 0.00 0.17 0.12 0.143
H -2.1053 -6.9900 -1.0309 -0.02 -0.11 -0.02 0.176



[2]
92
Properties=species:S:1:pos:R:3:forces:R:3:lowdin_charge:R:1 method="wB97M-V/def2-TZVPD" gap_ev=9.5793 smiles="CC(C)[C@H](C)CO[C@@H]1OC(=O)O[C@H]1CC(=O)c1ccccc1.NC(N)=O.NC(N)=O.NC(N)=O.NC(N)=O.NC(N)=O.NC(N)=O"
C 1.2779 -1.6235 -0.7730 -0.59 -0.08 -0.18 -0.084
C 0.6380 -1.0776 -2.0463 0.07 0.70 0.39 -0.381
C 1.7000 -0.2544 -2.7896 0.08 -0.49 0.09 -0.064
C -0.5747 -0.2244 -1.6083 -0.32 -0.77 -0.08 -0.327
C -1.7622 -1.1373 -1.1969 0.28 0.42 -0.10 -0.031
C -1.0198 0.7143 -2.7070 0.05 -0.22 -0.18 -0.134
O -2.0319 1.6543 -2.2899 0.17 0.22 -0.22 0.003
C -1.6336 2.4381 -1.2718 -0.69 -0.36 1.07 -0.282
O -2.2463 1.9559 0.0059 0.69 -0.16 -0.33 0.101
C -2.0321 3.0070 0.8290 -0.49 -0.30 -1.05 -0.579
O -1.6084 2.9578 1.9198 0.01 0.20 1.38 0.210
O -2.3462 4.1446 0.1434 -0.01 -0.08 -0.39 0.050
C -2.1853 3.8485 -1.2736 0.33 0.81 -0.11 -0.178
C -1.2899 4.9450 -1.8398 0.03 -0.16 -0.34 -0.026
C 0.1769 4.6935 -1.5805 0.05 0.27 0.17 -0.367
O 0.8852 4.3535 -2.4970 0.28 -0.28 -0.43 0.107
C 0.7402 4.7995 -0.2082 0.16 -0.10 0.43 -0.154
C 1.8360 3.9811 0.0999 -0.12 0.27 0.27 -0.014
C 2.4241 4.0305 1.3573 -0.36 0.32 -0.03 -0.065
C 1.9264 4.9198 2.3109 -0.34 0.02 -0.51 -0.064
C 0.8322 5.7315 2.0071 0.25 -0.15 -0.04 -0.060
C 0.2262 5.6685 0.7586 0.38 -0.40 -0.09 -0.019
H 2.0583 -2.3346 -0.9980 0.24 -0.11 0.13 0.047
H 1.6849 -0.7856 -0.2118 0.31 0.05 0.08 0.085
H 0.5280 -2.0849 -0.1298 -0.02 -0.22 0.03 0.075
H 0.2701 -1.8880 -2.6718 0.06 -0.17 -0.14 0.137
H 1.7280 0.7655 -2.4125 0.05 0.18 -0.03 0.073
H 1.5633 -0.2532 -3.8674 -0.13 0.22 -0.12 0.081
H 2.6779 -0.6898 -2.5970 0.16 -0.04 -0.06 0.076
H -0.2465 0.3035 -0.7139 0.06 0.42 -0.05 0.129
H -2.0610 -0.9879 -0.1654 -0.01 -0.02 0.16 0.079
H -2.6272 -0.9098 -1.8123 -0.20 -0.08 -0.06 0.079
H -1.4962 -2.1783 -1.3454 -0.06 -0.22 0.03 0.072
H -1.4763 0.1185 -3.4920 -0.21 0.03 -0.13 0.142
H -0.2030 1.2604 -3.1712 0.09 0.24 0.14 0.116
H -0.5652 2.4143 -1.0545 0.23 -0.08 -0.39 0.161
H -3.1120 3.8462 -1.8426 -0.43 0.04 0.44 0.156
H -1.6185 5.9039 -1.4493 -0.09 0.07 0.15 0.129
H -1.4059 4.9766 -2.9191 0.01 -0.03 -0.15 0.136
H 2.2089 3.3068 -0.6545 0.05 -0.07 -0.13 0.110
H 3.2558 3.3854 1.5925 0.11 -0.09 0.03 0.092
H 2.3699 4.9788 3.2913 0.09 -0.03 0.13 0.102
H 0.4610 6.4089 2.7598 -0.11 0.08 0.04 0.105
H -0.6341 6.2737 0.5226 -0.07 0.12 0.11 0.112
N 5.8645 -2.0368 1.6927 0.04 -0.20 -0.05 0.163
C 4.5844 -2.3859 1.3908 0.01 0.28 0.09 -0.679
N 3.7730 -2.6346 2.4670 0.00 -0.16 -0.02 0.150
O 4.1730 -2.4483 0.2433 0.04 -0.21 -0.02 0.007
H 6.2139 -1.9486 2.6275 -0.03 0.11 0.01 0.097
H 6.4720 -1.8158 0.9265 0.01 0.07 0.02 0.105
H 2.8159 -2.8626 2.2762 -0.02 0.07 -0.01 0.094
H 4.0805 -2.5740 3.4186 0.02 0.03 0.00 0.092
N -6.2377 1.7701 -0.2847 -0.06 0.11 -0.05 0.163
C -6.4996 3.0908 -0.4966 0.09 -0.11 -0.06 -0.683
N -5.4205 3.9234 -0.3547 -0.09 0.08 -0.10 0.166
O -7.6097 3.5071 -0.7862 -0.03 0.02 0.06 0.014
H -5.3338 1.4130 -0.0338 -0.03 -0.03 0.07 0.095
H -7.0000 1.1244 -0.3735 0.05 -0.08 0.05 0.093
H -5.5749 4.9025 -0.5042 -0.03 0.01 0.04 0.106
H -4.5016 3.6061 -0.1168 -0.02 -0.02 0.13 0.057
N -8.5171 -1.3674 2.9410 0.04 -0.02 0.00 0.146
C -7.8316 -0.3635 2.3122 -0.13 0.16 0.02 -0.683
N -8.3973 0.8775 2.3958 0.05 0.00 0.01 0.158
O -6.7894 -0.5604 1.7123 0.08 -0.14 -0.07 0.014
H -9.3760 -1.2264 3.4365 0.00 0.03 0.00 0.090
H -8.1259 -2.2887 2.8921 0.01 0.00 -0.01 0.100
H -7.9197 1.6319 1.9353 -0.01 0.01 -0.02 0.090
H -9.2557 1.0653 2.8764 -0.02 -0.02 -0.01 0.094
N 1.9083 -5.3661 -0.7862 0.12 -0.35 -0.03 0.154
C 0.5942 -5.6572 -1.0452 0.00 0.16 0.08 -0.701
N -0.1735 -5.8987 0.0673 0.02 -0.18 -0.02 0.148
O 0.1419 -5.7025 -2.1709 0.00 -0.01 -0.01 0.036
H 2.2980 -5.3151 0.1365 -0.01 0.18 0.01 0.094
H 2.5009 -5.1780 -1.5742 -0.02 0.15 0.01 0.111
H -1.1432 -6.1069 -0.0832 -0.02 0.04 -0.01 0.104
H 0.1786 -5.8629 1.0049 0.01 0.05 0.00 0.091
N 6.1349 2.8497 0.5174 -0.04 -0.02 0.02 0.150
C 6.7899 2.6324 1.6992 -0.05 0.04 -0.05 -0.691
N 7.0942 3.7594 2.4129 -0.01 -0.01 0.03 0.148
O 7.0763 1.5149 2.0893 0.02 -0.06 0.03 0.014
H 5.8889 3.7595 0.1772 0.01 0.02 0.00 0.091
H 5.8964 2.0432 -0.0287 0.01 -0.02 0.00 0.103
H 7.5741 3.6337 3.2838 0.01 -0.01 0.00 0.101
H 6.8668 4.6866 2.1095 0.00 0.00 -0.03 0.091
N 1.3057 -9.3818 -0.3089 0.00 0.01 0.11 0.153
C 2.6209 -9.6863 -0.5408 -0.06 0.06 -0.05 -0.686
N 3.4232 -8.6069 -0.7940 0.07 0.04 0.06 0.150
O 3.0422 -10.8277 -0.5248 0.00 -0.01 0.02 0.024
H 0.9375 -8.4486 -0.3339 0.00 0.00 -0.07 0.067
H 0.6860 -10.1479 -0.1266 0.00 -0.02 -0.03 0.100
H 4.3918 -8.7862 -0.9781 0.00 -0.04 0.00 0.101
H 3.0866 -7.6623 -0.8035 -0.08 0.03 -0.06 0.058



no.,E_HOMO (eV),LUMO (eV)
1,-8.47,0.15
2,-9.64,-0.06